Record 1
Formula: C37H25Br3Cl7N4OTi
Source: the OMol25 dataset
Level of theory: the ωB97M-V functional and the def2-TZVPD basis

Calculated values
charge = +1
LUMO level (alpha / beta) = -3.49 / -3.49 eV
E_HOMO (alpha / beta) = -8.6618 / -8.8114 eV
total energy = -367679.6714 eV
Kohn-Sham gap (alpha / beta) = 5.17 / 5.33 eV

```
78
Properties=species:S:1:pos:R:3:lowdin_charge:R:1
Ti 0.7500 0.2734 0.4754 0.8864
Br 2.5896 -5.9134 2.4491 0.8247
C 2.5512 -4.1783 1.7316 -0.6673
C 3.1842 -3.1285 2.3957 -0.0687
C 3.0576 -1.8593 1.8672 -0.1135
N 2.3993 -1.5988 0.7397 0.0761
C 1.8698 -2.6292 0.0578 -0.2185
C 1.8926 -3.9373 0.5367 -0.0453
C 1.3343 -2.2763 -1.2733 -0.2177
C 1.2631 -3.2244 -2.2858 -0.0370
C 0.9012 -2.8079 -3.5572 -0.6642
Br 0.7741 -4.0556 -4.9540 0.8246
C 0.6462 -1.4635 -3.7808 -0.0878
C 0.7014 -0.5973 -2.7037 -0.0922
N 1.0284 -0.9720 -1.4656 0.0481
H 3.7361 -3.2923 3.3073 0.1149
H 3.4959 -1.0058 2.3695 0.1205
H 1.4063 -4.7413 0.0062 0.1134
H 1.5218 -4.2555 -2.1052 0.1113
H 0.3767 -1.0907 -4.7555 0.1017
H 0.4556 0.4419 -2.8544 0.1071
Cl -0.3340 3.2696 2.4261 0.7205
C -1.3780 1.8797 2.4251 -0.6791
C -1.0652 0.8601 1.5506 -0.2983
C -1.9105 -0.2178 1.5726 -0.6560
Cl -1.4517 -1.5184 0.4659 0.7427
C -3.0119 -0.3730 2.4026 -0.7047
Cl -3.9891 -1.7811 2.3477 0.7208
C -3.2765 0.6639 3.2975 -0.7036
Cl -4.5959 0.5366 4.3839 0.7080
C -2.4560 1.8039 3.3087 -0.6946
Cl -2.7824 3.0662 4.4276 0.7047
Br 7.4080 2.2422 3.2192 0.7618
C 5.8073 2.0399 2.2325 -0.6906
C 5.6872 0.9934 1.3273 -0.1145
C 4.5085 0.8402 0.6152 -0.0337
C 3.4520 1.7256 0.8080 -0.2854
C 3.5957 2.7833 1.7022 -0.0315
C 4.7715 2.9430 2.4158 -0.1161
N 2.2257 1.5764 0.1137 -0.0621
C 2.0447 2.3905 -0.9331 -0.0773
C 0.7594 2.4429 -1.5130 -0.2888
C 0.4069 3.3029 -2.5756 -0.0126
C -0.8915 3.3367 -3.0113 -0.0545
C -1.8393 2.5137 -2.3832 -0.0528
C -1.4236 1.6829 -1.3663 -0.1418
N -0.1578 1.6142 -0.9403 -0.0324
H 6.5111 0.3122 1.1759 0.1061
H 4.4008 0.0362 -0.1003 0.1152
H 2.7734 3.4756 1.8373 0.1116
H 4.8839 3.7630 3.1098 0.1082
H 2.8547 3.0239 -1.2815 0.1379
H 1.1714 3.9244 -3.0183 0.1196
H -1.1865 3.9898 -3.8188 0.1128
H -2.8740 2.5152 -2.6884 0.1070
H -2.1221 1.0167 -0.8743 0.0907
C 1.6972 1.1411 4.3881 0.0298
C 0.9806 0.0534 3.6544 -0.2979
O 1.0765 -0.0333 2.4135 -0.1295
C 0.1180 -0.9021 4.3546 -0.1444
C -0.2564 -2.0838 3.7036 -0.0207
C -1.1329 -2.9610 4.3137 -0.0577
C -1.6568 -2.6539 5.5626 -0.0437
C -1.2918 -1.4846 6.2145 -0.0463
C -0.3936 -0.6144 5.6227 -0.0005
H 2.4070 1.6316 3.7250 0.0733
H 2.1959 0.7486 5.2724 0.1074
H 0.9660 1.8811 4.7213 0.0932
H 0.1467 -2.3045 2.7221 0.0914
H -1.4212 -3.8750 3.8136 0.1153
H -2.3566 -3.3313 6.0313 0.1168
H -1.7102 -1.2514 7.1827 0.1158
H -0.1202 0.2994 6.1304 0.1208
Cl -2.6268 -0.0074 -5.1837 0.5226
C -3.5015 -1.2627 -4.2965 -0.9842
Cl -2.8361 -1.4858 -2.6724 0.5236
H -3.4177 -2.2008 -4.8366 0.0308
H -4.5364 -0.9476 -4.1955 0.0305
```



Record 2
Formula: C37H26Cl3IN4O6V
Source: the OMol25 dataset
Level of theory: the ωB97M-V functional and the def2-TZVPD basis

Calculated values
charge = 0
LUMO level (alpha / beta) = -1.58 / -1.10 eV
E_HOMO (alpha / beta) = -8.1339 / -8.1583 eV
total energy = -128393.3816 eV
Kohn-Sham gap (alpha / beta) = 6.55 / 7.06 eV
multiplicity = 2
relative energy (zero: lowest compared OMol25 entry of this formula, charge and spin) = 3.3 kcal per mole

```
78
Properties=species:S:1:pos:R:3:lowdin_charge:R:1
V 0.5298 0.2362 1.4503 1.1468
C 0.7723 -1.0506 5.8222 -0.0361
O -0.4753 -1.5898 5.3362 -0.0881
C -0.2964 -2.4789 4.2912 -0.2175
C -0.8894 -3.7323 4.5000 0.0333
C -0.8249 -4.6215 3.4584 -0.0887
C -0.2652 -4.3182 2.2643 -0.0564
C 0.2775 -3.0759 2.0197 -0.1454
C 0.8959 -2.7703 0.7841 -0.0331
N 1.0617 -1.5499 0.4372 -0.0429
N 1.7161 -1.3955 -0.7602 0.1284
C 2.2158 -0.1837 -0.6815 -0.3754
O 1.9776 0.6413 0.3006 -0.1045
C 3.0530 0.2653 -1.8109 -0.1543
C 3.3677 -0.6331 -2.8299 -0.0594
C 3.9928 -0.3192 -4.0384 -0.0617
C 4.4130 1.0514 -4.2050 -0.0787
C 4.2435 1.9052 -3.1444 -0.0818
C 3.4375 1.5867 -2.0018 0.0063
C 0.2460 -2.1241 3.0719 -0.2216
O 0.6270 -0.8509 2.9365 -0.1584
H 0.5295 -0.5684 6.6970 0.0635
H 1.2871 -0.3992 5.1070 0.0970
H 1.4306 -1.8216 6.1688 0.0896
H -1.4399 -3.9040 5.4450 0.1437
H -1.1597 -5.6364 3.6279 0.1120
H -0.3449 -5.0428 1.4589 0.1294
H 1.2921 -3.5683 0.1654 0.1530
H 3.0000 -1.6552 -2.7612 0.1017
H 4.2387 -1.0798 -4.7921 0.1062
H 4.9480 1.3849 -5.0787 0.0961
H 4.5943 2.9251 -3.2462 0.0987
H 3.2540 2.3085 -1.1685 0.1285
Cl -5.3554 -2.6979 4.6215 0.7012
C -4.1257 -2.0421 3.6329 -0.6820
C -3.4567 -0.9149 3.9722 -0.1385
C -2.5103 -0.3947 3.1507 -0.5132
Cl -1.7907 1.1493 3.6054 0.7783
C -2.1988 -0.9247 1.8932 -0.3655
O -1.3150 -0.3725 1.0992 -0.1717
C -2.7961 -2.1013 1.5503 -0.1254
C -2.4051 -2.9030 0.3964 -0.2277
O -1.6610 -2.6265 -0.5051 0.0585
C -3.8049 -2.6371 2.3940 -0.0145
H -3.7135 -0.4683 4.8959 0.1084
H -2.9913 -3.8799 0.3474 0.1390
H -4.2746 -3.5112 2.0512 0.0933
Cl 0.4195 6.9411 -0.0572 0.6888
C 0.6970 5.3550 0.6103 -0.5946
C 1.6731 5.2341 1.6065 -0.1339
C 1.9167 3.9720 2.2303 -0.6212
I 3.2934 3.7763 3.7881 0.9251
C 1.1764 2.8444 1.8729 -0.4058
O 1.2848 1.6763 2.4828 -0.2122
C 0.2639 2.9925 0.7718 -0.1298
N -0.3337 1.8572 0.3748 0.0256
C -1.1396 1.8480 -0.6647 -0.0371
C -1.4911 3.0699 -1.2988 -0.0051
C -0.9580 4.2581 -0.8851 -0.0134
C -0.0098 4.2485 0.1278 -0.1720
H 2.1881 6.1081 1.9052 0.0801
H -1.5297 0.8832 -0.8800 0.1139
H -2.0764 3.0449 -2.2408 0.1145
H -1.2405 5.1777 -1.3822 0.1050
N 0.4760 -1.5733 -5.0443 0.0903
C -0.4230 -0.4691 -4.9487 -0.3145
C -1.5570 -0.4974 -4.1143 0.0028
C -2.4255 0.6310 -4.2975 -0.1139
C -2.1402 1.6362 -5.1436 -0.1478
C -1.0055 1.5871 -5.9245 -0.1093
C -0.1554 0.5445 -5.8525 -0.0642
H 0.5857 -2.0510 -4.1701 0.0693
H 1.3895 -1.1977 -5.2322 0.0513
H -1.6864 -1.3112 -3.4021 0.1048
H -3.3064 0.5255 -3.7467 0.0821
H -2.8262 2.5094 -5.1753 0.1142
H -0.9906 2.4209 -6.6694 0.1219
H 0.6242 0.3477 -6.5695 0.1144
```



Record 3
Formula: C37H26Cl3IN4OP2PdSe2
Source: the OMol25 dataset
Level of theory: the ωB97M-V functional and the def2-TZVPD basis

Calculated values
charge = 0
LUMO level (alpha / beta) = -1.32 / -1.27 eV
E_HOMO (alpha / beta) = -7.7935 / -7.7957 eV
total energy = -245217.1238 eV
Kohn-Sham gap (alpha / beta) = 6.47 / 6.52 eV

```
77
Properties=species:S:1:pos:R:3:lowdin_charge:R:1
Pd -0.2181 0.3478 0.1467 0.5310
Se 6.6160 0.1754 -1.6549 0.2685
P 5.7937 1.1607 0.0027 0.4922
C 6.3517 0.6024 1.6364 -0.3758
C 5.8292 1.2198 2.7721 -0.0825
C 6.2590 0.8275 4.0282 -0.0781
C 7.2158 -0.1765 4.1516 -0.0834
C 7.7386 -0.7829 3.0197 -0.0726
C 7.3045 -0.3943 1.7559 -0.0930
C 6.3208 2.8994 0.0329 -0.3487
C 7.6425 3.1423 0.4158 -0.0817
C 8.1470 4.4319 0.3923 -0.0691
C 7.3446 5.4888 -0.0263 -0.0798
C 6.0424 5.2465 -0.4315 -0.0767
C 5.5370 3.9524 -0.3995 -0.0829
C 3.9885 0.9081 0.1711 -0.3736
C 2.7020 1.4006 -0.0697 -0.4127
N 1.8532 0.3991 0.3161 -0.1535
N 2.5447 -0.6326 0.7357 -0.0061
N 3.8169 -0.3516 0.6530 0.0228
P 1.9209 2.9852 -0.2787 0.6545
Se -0.2276 2.8136 -0.4025 0.3904
C 2.4515 3.7278 -1.8345 -0.3878
C 2.6065 2.8245 -2.8885 -0.0747
C 2.8845 3.2945 -4.1616 -0.0506
C 3.0059 4.6593 -4.3868 -0.0628
C 2.8365 5.5573 -3.3430 -0.0658
C 2.5484 5.0981 -2.0670 -0.0897
C 2.3576 3.8725 1.2456 -0.3323
C 2.1127 3.1445 2.4152 -0.0929
C 2.3603 3.7130 3.6533 -0.0630
C 2.8463 5.0141 3.7374 -0.0673
C 3.0821 5.7389 2.5811 -0.0645
C 2.8355 5.1745 1.3365 -0.0782
H 5.0854 2.0059 2.6709 0.1035
H 5.8526 1.3039 4.9121 0.1010
H 7.5536 -0.4833 5.1338 0.1017
H 8.4844 -1.5622 3.1170 0.1046
H 7.6933 -0.8664 0.8602 0.0703
H 8.2710 2.3153 0.7249 0.1111
H 9.1719 4.6151 0.6940 0.1069
H 7.7410 6.4972 -0.0429 0.1036
H 5.4217 6.0633 -0.7863 0.1014
H 4.5410 3.7564 -0.7410 0.0574
H 2.5137 1.7607 -2.7089 0.1147
H 3.0052 2.5916 -4.9761 0.1142
H 3.2256 5.0245 -5.3824 0.1094
H 2.9265 6.6215 -3.5221 0.1095
H 2.3848 5.8060 -1.2688 0.0904
H 1.7239 2.1330 2.3618 0.0978
H 2.1793 3.1323 4.5499 0.1085
H 3.0355 5.4614 4.7057 0.1080
H 3.4667 6.7495 2.6416 0.1098
H 3.0372 5.7533 0.4496 0.0749
Cl -5.2137 -4.6659 0.2580 0.6528
C -3.7148 -3.7941 0.1075 -0.6802
C -3.7320 -2.4394 -0.1499 -0.1314
C -2.5207 -1.7907 -0.2764 -0.5277
Cl -2.4888 -0.0707 -0.6245 0.7178
C -1.2622 -2.3835 -0.1402 -0.5003
O -0.1382 -1.7381 -0.2705 -0.2293
C -1.3180 -3.7660 0.1389 -0.5830
Cl 0.1879 -4.5995 0.3286 0.7095
C -2.5075 -4.4595 0.2489 -0.1306
H -4.6646 -1.8998 -0.2484 0.1102
H -2.4897 -5.5219 0.4522 0.1073
I -2.5036 1.7645 2.9156 0.8580
C -0.9459 0.4580 3.4269 -0.7882
C -0.5281 0.4317 4.7482 -0.1501
C 0.4933 -0.4422 5.0882 -0.0666
C 1.0348 -1.2607 4.1143 -0.0455
C 0.5388 -1.1730 2.8263 -0.1385
N -0.4278 -0.3108 2.4760 -0.0312
H -0.9919 1.0736 5.4834 0.0879
H 0.8495 -0.4895 6.1106 0.1106
H 1.8275 -1.9600 4.3436 0.1124
H 0.9209 -1.7919 2.0258 0.0781
```



Question: charge of number 1 (C37H25Br3Cl7N4OTi)?
Answer: +1